No. 1
{"formula": "C39H56AsCuF15N6O2P", "method": "ωB97M-V/def2-TZVPD", "homo_lumo_gap_ev": 8.07, "homo_energy_ev": -8.094, "species": ["C", "C", "C", "N", "C", "C", "C", "C", "C", "C", "H", "H", "H", "H", "H", "H", "H", "H", "H", "H", "H", "H", "H", "H", "H", "H", "H", "H", "H", "H", "Cu", "As", "F", "F", "F", "F", "F", "F", "P", "F", "F", "F", "F", "F", "F", "N", "C", "C", "C", "C", "H", "H", "H", "H", "H", "N", "C", "C", "C", "C", "H", "H", "H", "H", "H", "N", "C", "C", "C", "C", "H", "H", "H", "H", "H", "N", "C", "C", "C", "C", "H", "H", "H", "H", "H", "N", "C", "C", "C", "C", "H", "H", "H", "H", "H", "C", "C", "C", "C", "C", "C", "H", "H", "H", "H", "H", "H", "C", "C", "O", "C", "O", "C", "F", "F", "F", "H", "H", "H", "H", "H"], "xyz": [[-1.948, -1.520, 3.163], [-3.023, -0.444, 3.208], [-3.879, -0.406, 1.964], [-4.642, 0.893, 1.718], [-5.727, 0.625, 0.719], [-6.899, -0.189, 1.210], [-7.447, 0.356, 2.519], [-6.329, 0.585, 3.530], [-5.240, 1.454, 2.965], [-3.729, 1.932, 1.159], [-1.389, -1.557, 4.097], [-1.225, -1.309, 2.372], [-2.347, -2.509, 2.937], [-2.539, 0.508, 3.448], [-3.677, -0.625, 4.068], [-4.675, -1.139, 2.080], [-3.408, -0.586, 1.000], [-5.252, 0.182, -0.156], [-6.093, 1.613, 0.418], [-6.619, -1.237, 1.340], [-7.669, -0.138, 0.442], [-8.260, -0.236, 2.936], [-7.903, 1.338, 2.317], [-5.951, -0.386, 3.874], [-6.754, 0.990, 4.451], [-4.434, 1.586, 3.683], [-5.625, 2.451, 2.751], [-3.471, 1.682, 0.135], [-2.856, 1.990, 1.796], [-4.270, 2.876, 1.166], [-0.629, -3.043, -1.171], [0.448, 0.515, 0.308], [1.770, 0.240, -0.746], [-0.319, 1.394, -0.970], [-0.901, 0.840, 1.340], [1.174, -0.460, 1.532], [1.248, 1.939, 0.880], [-0.374, -0.919, -0.274], [-3.573, -3.320, -0.676], [-4.178, -3.387, -2.163], [-2.661, -2.054, -1.162], [-4.757, -2.316, -0.211], [-2.939, -3.237, 0.796], [-4.446, -4.597, -0.270], [-2.345, -4.341, -1.125], [3.678, 3.378, 0.825], [4.435, 3.821, -0.221], [5.693, 4.086, 0.252], [5.695, 3.801, 1.645], [4.435, 3.369, 1.957], [2.733, 3.020, 0.790], [4.016, 3.924, -1.206], [6.503, 4.445, -0.364], [6.507, 3.977, 2.330], [4.075, 3.057, 2.923], [0.238, 0.012, -3.513], [0.929, -0.852, -4.315], [0.017, -1.621, -5.007], [-1.268, -1.215, -4.557], [-1.109, -0.170, -3.681], [0.674, 0.788, -3.040], [2.003, -0.736, -4.361], [0.259, -2.347, -5.765], [-2.211, -1.683, -4.791], [-1.785, 0.504, -3.189], [1.791, -3.124, -2.102], [1.022, -4.265, -2.277], [0.937, -4.884, -1.046], [1.590, -4.033, -0.102], [2.123, -2.977, -0.798], [1.984, -2.485, -2.857], [0.860, -4.609, -3.285], [0.567, -5.871, -0.828], [1.714, -4.195, 0.956], [2.682, -2.123, -0.459], [2.497, 2.646, -5.272], [3.138, 2.320, -4.118], [2.298, 2.563, -3.052], [1.118, 3.089, -3.634], [1.226, 3.101, -4.990], [2.819, 2.374, -6.183], [4.130, 1.901, -4.169], [2.589, 2.410, -2.029], [0.224, 3.392, -3.105], [0.519, 3.293, -5.775], [2.102, -2.763, 3.121], [3.148, -3.588, 3.430], [2.615, -4.729, 3.965], [1.202, -4.604, 3.910], [0.914, -3.348, 3.447], [2.170, -1.828, 2.755], [4.161, -3.317, 3.193], [3.147, -5.543, 4.428], [0.460, -5.268, 4.325], [-0.003, -2.792, 3.379], [-0.956, 5.585, -1.051], [-1.570, 6.269, -2.095], [-2.481, 5.641, -2.930], [-2.790, 4.302, -2.700], [-2.133, 3.604, -1.687], [-1.228, 4.239, -0.853], [-0.237, 6.099, -0.427], [-1.235, 7.272, -2.336], [-3.059, 6.097, -3.724], [-3.501, 3.760, -3.311], [-2.347, 2.547, -1.588], [-0.740, 3.610, -0.121], [4.657, -0.626, 1.616], [5.961, -0.425, 0.879], [6.364, -1.621, 0.175], [7.066, -2.502, 0.856], [7.502, -2.392, 1.968], [7.332, -3.777, 0.023], [7.231, -4.857, 0.786], [6.466, -3.902, -0.989], [8.561, -3.731, -0.503], [4.427, 0.393, 1.950], [4.723, -1.256, 2.500], [3.873, -0.938, 0.929], [6.764, -0.106, 1.543], [5.856, 0.379, 0.153]], "lowdin_charge": [-0.10, -0.22, -0.11, -0.26, -0.12, -0.16, -0.18, -0.17, -0.13, 0.02, 0.08, 0.05, 0.08, 0.11, 0.11, 0.12, 0.12, 0.14, 0.14, 0.11, 0.13, 0.12, 0.12, 0.12, 0.13, 0.13, 0.14, 0.10, 0.09, 0.11, 0.43, 0.73, -0.22, -0.23, -0.22, -0.22, -0.24, -0.24, 0.18, -0.13, -0.17, -0.15, -0.13, -0.13, -0.17, 0.02, -0.14, -0.12, -0.12, -0.16, 0.10, 0.09, 0.09, 0.09, 0.11, 0.03, -0.17, -0.11, -0.11, -0.12, 0.08, 0.11, 0.09, 0.09, 0.10, 0.04, -0.14, -0.09, -0.07, -0.12, 0.12, 0.12, 0.11, 0.09, 0.10, 0.01, -0.14, -0.11, -0.12, -0.11, 0.14, 0.11, 0.07, 0.08, 0.11, 0.01, -0.14, -0.11, -0.11, -0.13, 0.10, 0.09, 0.09, 0.09, 0.07, -0.08, -0.09, -0.09, -0.09, -0.13, -0.10, 0.10, 0.10, 0.10, 0.10, 0.07, 0.08, -0.04, -0.18, 0.04, -0.40, 0.16, -0.55, 0.18, 0.16, 0.17, 0.08, 0.07, 0.05, 0.13, 0.13]}

=====

No. 2
{"formula": "C39H57AsF6N7O9", "method": "ωB97M-V/def2-TZVPD", "homo_lumo_gap_ev": 9.81, "homo_energy_ev": -7.805, "charge": -1, "species": ["As", "F", "F", "F", "F", "F", "F", "N", "C", "C", "C", "C", "C", "H", "H", "H", "H", "H", "N", "C", "C", "C", "C", "C", "H", "H", "H", "H", "H", "C", "C", "O", "C", "O", "O", "H", "H", "H", "H", "C", "C", "O", "C", "O", "O", "H", "H", "H", "H", "C", "C", "O", "C", "O", "O", "H", "H", "H", "H", "C", "C", "C", "C", "N", "H", "H", "H", "H", "H", "H", "H", "C", "C", "C", "C", "N", "H", "H", "H", "H", "H", "H", "H", "C", "C", "C", "C", "N", "H", "H", "H", "H", "H", "H", "H", "C", "C", "C", "C", "N", "H", "H", "H", "H", "H", "H", "H", "C", "C", "C", "C", "N", "H", "H", "H", "H", "H", "H", "H"], "xyz": [[-7.790, -16.338, -0.652], [-6.165, -16.200, -1.296], [-7.382, -15.239, 0.652], [-9.431, -16.512, -0.094], [-8.117, -17.415, -1.975], [-7.198, -17.622, 0.391], [-8.321, -14.994, -1.641], [-3.053, -16.612, 2.044], [-2.020, -17.153, 2.705], [-1.782, -18.518, 2.783], [-2.626, -19.358, 2.077], [-3.716, -18.821, 1.426], [-3.886, -17.435, 1.406], [-1.401, -16.403, 3.184], [-0.941, -18.928, 3.325], [-2.461, -20.428, 2.100], [-4.372, -19.531, 0.937], [-4.794, -17.048, 0.956], [-14.508, -17.679, 0.141], [-13.302, -18.170, -0.199], [-12.130, -17.874, 0.463], [-12.178, -17.072, 1.582], [-13.415, -16.614, 1.998], [-14.553, -16.931, 1.252], [-13.344, -18.745, -1.114], [-11.156, -18.189, 0.108], [-11.289, -16.782, 2.128], [-13.507, -16.020, 2.899], [-15.491, -16.510, 1.590], [-9.680, -12.644, -0.175], [-10.112, -12.138, 1.233], [-9.324, -10.962, 1.390], [-8.526, -10.746, 0.337], [-7.694, -9.887, 0.270], [-8.805, -11.625, -0.642], [-10.533, -12.746, -0.842], [-9.088, -13.550, -0.099], [-9.891, -12.902, 1.976], [-11.151, -11.817, 1.295], [-6.864, -19.560, 2.605], [-8.339, -19.279, 2.805], [-8.978, -19.883, 1.682], [-8.074, -20.655, 1.020], [-8.310, -21.360, 0.098], [-6.845, -20.483, 1.533], [-6.424, -20.047, 3.481], [-6.225, -18.696, 2.436], [-8.499, -18.215, 2.931], [-8.747, -19.761, 3.696], [-6.223, -20.191, -2.422], [-5.432, -18.888, -2.264], [-4.075, -19.263, -2.468], [-3.989, -20.560, -2.789], [-2.971, -21.137, -3.021], [-5.212, -21.128, -2.839], [-6.858, -20.109, -3.303], [-6.721, -20.414, -1.484], [-5.545, -18.552, -1.236], [-5.769, -18.090, -2.918], [-5.330, -11.022, -3.986], [-6.069, -11.385, -2.704], [-6.204, -12.900, -2.436], [-4.926, -13.578, -2.593], [-3.894, -14.071, -2.695], [-4.288, -11.348, -4.022], [-5.249, -9.937, -4.102], [-5.792, -11.383, -4.908], [-7.059, -10.933, -2.672], [-5.524, -10.928, -1.877], [-6.972, -13.341, -3.067], [-6.484, -12.996, -1.385], [-11.243, -19.436, -4.367], [-9.985, -19.234, -3.504], [-9.800, -20.288, -2.417], [-11.028, -20.674, -1.754], [-11.990, -20.962, -1.197], [-11.405, -20.461, -4.707], [-11.183, -18.756, -5.219], [-12.165, -19.159, -3.848], [-10.133, -18.281, -3.000], [-9.178, -19.176, -4.231], [-9.150, -19.910, -1.626], [-9.306, -21.193, -2.779], [-4.994, -14.317, 4.530], [-6.086, -14.060, 3.493], [-7.499, -14.406, 4.023], [-7.563, -15.816, 4.366], [-7.630, -16.933, 4.621], [-4.882, -15.381, 4.735], [-5.246, -13.773, 5.444], [-4.052, -13.888, 4.193], [-5.941, -14.573, 2.543], [-6.059, -12.986, 3.286], [-8.200, -14.182, 3.219], [-7.707, -13.791, 4.899], [-12.942, -14.478, -1.590], [-11.740, -15.395, -1.930], [-11.083, -15.316, -3.293], [-10.668, -13.972, -3.754], [-10.413, -12.923, -4.140], [-13.743, -14.764, -2.274], [-12.657, -13.450, -1.823], [-13.179, -14.580, -0.537], [-12.000, -16.428, -1.702], [-10.973, -15.103, -1.209], [-11.792, -15.696, -4.033], [-10.168, -15.907, -3.268], [-3.981, -13.380, 0.809], [-3.865, -11.889, 0.560], [-4.623, -10.945, 1.506], [-4.447, -11.217, 2.934], [-4.310, -11.430, 4.052], [-3.165, -13.933, 0.343], [-4.897, -13.815, 0.402], [-3.917, -13.665, 1.862], [-4.137, -11.645, -0.466], [-2.818, -11.578, 0.645], [-5.693, -10.996, 1.283], [-4.317, -9.916, 1.319]], "lowdin_charge": [0.79, -0.25, -0.25, -0.23, -0.23, -0.23, -0.24, 0.07, -0.15, -0.08, -0.08, -0.07, -0.12, 0.10, 0.10, 0.11, 0.10, 0.09, 0.06, -0.17, -0.09, -0.08, -0.09, -0.16, 0.08, 0.09, 0.10, 0.09, 0.09, -0.09, -0.08, 0.06, -0.57, 0.14, 0.05, 0.11, 0.09, 0.11, 0.13, -0.15, -0.14, 0.06, -0.57, 0.14, 0.05, 0.13, 0.09, 0.08, 0.13, -0.08, -0.13, 0.08, -0.59, 0.14, 0.06, 0.12, 0.11, 0.09, 0.12, -0.11, -0.24, -0.18, -0.26, 0.16, 0.07, 0.07, 0.07, 0.10, 0.09, 0.11, 0.09, -0.11, -0.25, -0.19, -0.23, 0.17, 0.08, 0.07, 0.06, 0.08, 0.11, 0.09, 0.13, -0.12, -0.26, -0.17, -0.20, 0.18, 0.07, 0.07, 0.04, 0.08, 0.07, 0.10, 0.12, -0.08, -0.26, -0.18, -0.23, 0.14, 0.08, 0.06, 0.06, 0.08, 0.07, 0.12, 0.09, -0.10, -0.23, -0.17, -0.22, 0.16, 0.07, 0.06, 0.05, 0.08, 0.11, 0.10, 0.12]}